[1]
{"formula": "C46H42BN14O2Pb", "method": "the ωB97M-V functional and the def2-TZVPD basis", "species": ["C", "C", "H", "H", "C", "N", "N", "C", "H", "C", "C", "N", "O", "C", "C", "N", "C", "H", "C", "N", "C", "C", "C", "C", "C", "C", "H", "H", "C", "H", "H", "Pb", "H", "C", "H", "H", "C", "C", "H", "H", "C", "N", "C", "H", "H", "C", "C", "H", "H", "H", "N", "H", "C", "C", "H", "H", "H", "C", "H", "N", "H", "C", "H", "H", "H", "C", "N", "N", "H", "N", "C", "H", "H", "H", "N", "H", "C", "C", "H", "H", "H", "B", "C", "C", "C", "C", "C", "C", "H", "N", "C", "H", "C", "H", "O", "C", "C", "C", "H", "C", "H", "N", "H", "C", "C", "H"], "positions_angstrom": [[3.233, 1.917, -2.205], [0.057, -5.565, -1.169], [-6.109, 0.624, 2.703], [1.001, 1.503, 5.959], [1.579, -3.621, 0.016], [-3.626, -1.021, 1.199], [-1.412, 0.738, -3.137], [6.669, -1.436, 4.449], [3.475, 2.955, -2.531], [-1.318, -1.119, -4.500], [0.705, -0.549, 3.422], [-0.415, 3.799, -3.379], [-4.524, -2.808, -1.727], [-5.796, -1.663, 0.312], [4.772, -0.729, 2.516], [-3.711, 1.933, -3.161], [-0.092, 4.691, -4.332], [1.734, -6.846, -0.918], [-5.569, -0.071, 2.105], [-1.391, 1.428, -0.420], [-1.647, -1.321, 4.585], [-1.307, 2.091, 0.770], [-5.878, 2.521, -3.329], [5.869, -2.405, 3.858], [-5.447, 1.831, -4.490], [1.943, 2.884, -0.313], [0.989, 3.285, -0.639], [-3.529, 0.251, 2.818], [-0.408, -4.286, -0.841], [-0.971, 5.105, -6.394], [5.975, -3.443, 4.145], [-0.974, -1.141, 0.161], [-0.158, 0.675, -4.944], [-4.371, -1.699, 0.347], [2.243, 1.014, 5.052], [-2.073, -2.359, 2.775], [2.494, -0.178, 1.611], [1.366, -5.828, -0.749], [2.683, 3.712, -0.363], [4.846, 2.322, 3.040], [0.498, -0.225, 4.826], [3.836, -0.382, 1.483], [5.656, 0.272, 2.968], [-0.632, -6.262, -1.554], [-0.805, -0.425, 6.425], [-1.003, 4.603, -5.430], [4.857, -2.062, 2.988], [-6.016, 1.449, -5.332], [3.190, -5.091, 0.190], [-2.855, 4.305, -1.286], [-2.041, 2.272, -1.326], [4.023, -2.795, 2.677], [-1.888, 3.395, 0.644], [-6.367, -0.772, 1.204], [4.117, 1.107, -4.049], [6.522, 2.172, 2.556], [-2.806, 3.093, -5.442], [2.817, -0.683, -1.509], [1.914, 0.049, 6.497], [-2.430, -2.851, -0.639], [2.144, -2.821, 0.516], [1.458, 0.576, 5.631], [-1.056, -1.810, -5.294], [-6.898, 2.870, -3.146], [-7.424, -0.604, 1.254], [-4.706, 2.614, -2.512], [0.329, -3.333, -0.296], [1.739, 0.103, 0.561], [1.768, 2.633, 0.706], [1.966, -0.248, 2.863], [-0.319, -1.041, 2.579], [7.438, -1.679, 5.155], [-4.482, 3.017, -1.545], [2.897, -1.635, -0.963], [-2.038, -0.395, -2.441], [-2.547, -1.602, 5.065], [2.452, 1.726, -1.114], [3.602, 0.869, -3.114], [3.752, -1.345, -3.335], [2.676, -0.181, 3.574], [0.664, 5.419, -4.174], [-2.176, 1.994, -2.888], [5.550, 1.677, 2.519], [-0.911, 0.181, -4.317], [-2.357, 3.487, -0.680], [-2.129, -1.398, -3.308], [-1.952, 3.610, -4.987], [-0.685, -0.654, 5.384], [4.239, -0.236, 0.587], [-1.554, 3.143, -3.771], [2.311, 0.374, -0.681], [-2.782, -2.281, -3.211], [3.425, -0.434, -2.745], [-1.947, 4.196, 1.394], [-2.601, -5.031, -1.408], [2.154, -4.864, -0.157], [-3.752, -2.546, -0.728], [-4.190, -0.228, 2.107], [-0.890, 1.674, 1.710], [-1.882, -4.075, -1.097], [-6.244, -2.202, -0.529], [-4.154, 1.479, -4.357], [5.304, 1.700, 1.398], [-1.396, -1.612, 3.214], [6.558, -0.120, 3.988], [7.155, 0.677, 4.400]], "mulliken_spin": [0.00, 0.00, 0.00, 0.00, 0.01, 0.02, 0.00, 0.00, 0.00, 0.00, -0.07, 0.00, 0.02, 0.00, 0.00, 0.00, 0.00, 0.00, 0.00, 0.04, 0.06, -0.01, 0.00, 0.00, 0.00, 0.00, 0.00, 0.00, 0.00, 0.00, 0.00, 0.18, 0.00, -0.01, 0.00, 0.04, 0.01, 0.00, 0.00, 0.00, 0.06, 0.00, 0.00, 0.00, 0.00, 0.00, 0.00, 0.00, 0.00, 0.00, 0.01, 0.00, 0.00, 0.00, 0.00, 0.00, 0.00, 0.00, 0.00, 0.07, 0.00, 0.01, 0.00, 0.00, 0.00, 0.00, 0.03, -0.01, 0.00, 0.00, 0.61, 0.00, 0.00, 0.00, 0.03, 0.00, -0.01, 0.00, 0.00, 0.00, 0.00, 0.00, 0.00, 0.01, 0.00, 0.00, 0.00, -0.02, 0.00, 0.00, 0.00, 0.00, 0.00, 0.00, 0.00, 0.00, 0.01, -0.01, 0.01, 0.00, 0.00, 0.00, 0.00, -0.06, 0.00, 0.00], "spin_multiplicity": 2, "homo_ev": [-7.8, -7.8], "lumo_ev": [-0.4, -2.5], "energy_ev": -79261.86571, "relative_energy_kcal_mol": 0.0, "gap_ha": [0.273, 0.197], "s_squared": 0.770, "max_force_ha_per_bohr": 0.093}

***

[2]
{"formula": "C46H42ClO5P2S2Zr", "method": "the ωB97M-V functional and the def2-TZVPD basis", "species": ["C", "C", "H", "H", "C", "P", "C", "C", "H", "H", "C", "H", "H", "Cl", "H", "C", "C", "H", "H", "C", "C", "H", "C", "C", "H", "H", "S", "H", "H", "C", "C", "O", "H", "H", "H", "H", "H", "O", "H", "C", "H", "C", "H", "C", "H", "C", "C", "O", "C", "O", "C", "H", "H", "C", "H", "C", "Zr", "H", "O", "C", "C", "C", "H", "C", "C", "H", "C", "C", "H", "H", "H", "H", "P", "H", "H", "C", "C", "H", "H", "C", "H", "C", "H", "C", "C", "C", "C", "S", "H", "H", "C", "C", "C", "C", "C", "C", "C", "C", "H"], "positions_angstrom": [[5.598, -1.672, 0.099], [0.707, -0.480, -5.281], [-5.014, -2.368, -1.357], [3.707, -1.643, -4.246], [2.594, 1.561, -2.012], [-0.214, -1.184, -1.311], [2.012, -1.314, -2.991], [1.206, -3.371, -0.503], [-2.635, -2.872, -1.048], [4.720, 1.565, 0.489], [2.028, -0.883, -5.355], [6.694, 0.166, 0.146], [-2.488, 3.177, 4.082], [-1.278, -2.828, 3.192], [1.558, -6.542, -1.609], [1.170, -5.536, -1.528], [0.680, -0.908, -2.904], [-1.172, -3.522, -2.903], [4.248, -3.337, 0.216], [1.370, 3.085, -3.419], [-5.566, -0.509, 1.647], [2.541, -1.670, -2.115], [2.297, 3.945, 3.568], [-1.772, 1.594, 1.198], [3.135, 2.044, -4.028], [-0.917, 4.466, 2.863], [1.642, -0.556, 3.284], [-4.034, 1.639, -2.499], [-1.647, 1.146, -2.209], [-2.928, -1.892, -1.399], [3.230, -1.464, 0.436], [2.250, -3.468, 1.837], [-6.298, -1.317, 1.679], [0.182, -0.162, -6.172], [-0.027, 2.885, -0.365], [-3.889, 1.203, 4.392], [4.100, 5.368, 1.082], [-1.079, -2.642, 1.665], [-5.728, -0.119, -2.096], [0.030, -0.503, -4.064], [-5.484, -0.391, 4.373], [-4.374, -0.831, 2.554], [-5.260, -0.364, 0.609], [0.144, -2.960, -1.302], [-6.064, 0.404, 1.983], [-3.393, 0.316, 2.504], [-2.379, 0.363, -2.037], [-1.271, -1.369, 3.555], [4.350, -2.261, 0.230], [-0.195, -3.533, 3.753], [3.083, 4.882, 2.916], [-1.261, 1.719, 0.254], [-3.866, -1.708, 2.141], [-4.277, -1.603, -1.560], [-4.014, -1.333, 4.647], [-1.070, 3.937, 1.923], [-0.061, -0.704, 1.794], [1.336, 2.044, 3.475], [-2.537, -3.410, 3.449], [-1.966, -0.918, -1.663], [-3.726, 0.647, -2.198], [-3.308, 1.293, 3.485], [-0.093, 3.829, 1.457], [1.706, 1.762, -0.968], [3.329, -0.064, 0.522], [-0.347, 4.004, -2.500], [0.474, 3.310, -2.377], [2.342, 2.510, 1.629], [1.967, 4.120, 4.583], [2.547, -0.877, -6.304], [2.489, -4.994, 0.075], [6.473, -2.289, -0.053], [1.849, 1.013, 0.694], [-1.684, 4.575, 1.284], [-2.666, -0.263, 0.576], [-2.573, 0.464, 1.383], [2.428, 2.218, -3.229], [3.411, 3.333, -0.062], [-0.309, -5.820, -3.059], [3.117, 3.474, 0.971], [-5.436, -2.091, 3.939], [-4.846, -1.175, 3.960], [3.370, 5.797, 3.417], [-1.761, 2.620, 2.156], [1.713, -4.666, -0.600], [0.651, 2.659, -1.169], [3.493, 4.644, 1.608], [1.788, -2.418, 0.912], [-1.011, -0.222, -4.046], [1.249, 3.599, -4.363], [-4.676, -0.340, -1.969], [2.678, -1.310, -4.203], [-0.386, -3.849, -2.235], [0.115, -5.133, -2.340], [5.719, -0.298, 0.207], [-2.505, 2.415, 3.311], [4.595, 0.494, 0.407], [1.930, 2.766, 2.929], [3.441, 0.899, -1.888]], "mulliken_charge": [-1.10, -0.72, 0.44, 0.47, 0.12, 3.25, -0.67, -0.58, 0.55, 0.51, -0.77, 0.47, 0.42, 1.89, 0.44, -0.97, 1.57, 0.56, 0.47, -0.90, -1.33, 0.18, -0.81, 0.52, 0.46, 0.39, -0.11, 0.48, 0.50, -1.00, -0.62, -0.71, 0.46, 0.47, 0.41, 0.45, 0.45, -0.68, 0.42, -0.93, 0.44, 1.21, 0.11, 0.32, 0.37, -0.15, -0.29, -0.70, -0.14, -0.57, -0.63, -0.16, 0.07, -0.76, 0.41, -1.27, 0.22, 0.07, -0.57, -0.43, -0.99, -0.50, 0.09, 0.46, 0.68, 0.51, -0.75, 1.17, 0.51, 0.40, 0.54, 0.45, 2.20, 0.40, 0.42, 0.44, -0.80, 0.42, 0.48, -0.35, 0.42, -2.10, 0.43, 0.41, -0.55, -0.98, -0.99, 1.26, 0.46, 0.41, -0.75, -0.67, -0.44, -0.94, -0.81, -1.31, -0.41, -0.48, 0.23], "homo_ev": -10.5, "lumo_ev": -3.1, "energy_ev": -112661.46659, "relative_energy_kcal_mol": 93.9, "gap_ha": 0.274, "total_charge": 1, "max_force_ha_per_bohr": 0.036}